(1)
This record from OMol25 describes C35H35N5O5Sc as an isolated structure. The level of theory is ωB97M-V with the def2-TZVPD basis set.

As for the LUMO energy: 2.57 eV. The energy above the lowest of the compared OMol25 structures with the same formula, charge and spin is 0.341 eV. The value obtained for the total energy is -2765.7317 a.u. Its HOMO energy is -4.82 eV. The calculation puts the max |F| at 0.0129 Eh/bohr. Its HOMO-LUMO gap is 7.39 eV.

Structure (ORCA input):
```
! RIJCOSX wB97M-V def2-TZVPD def2/J DEFGRID3
* xyz -1 1
Sc 0.5698 -0.2834 -0.2536
C 0.1933 -1.9806 4.1550
N -0.7443 -2.1901 3.0734
C -0.6233 -3.5182 2.4699
C -0.0018 -3.5582 1.0821
C 1.4842 -3.2414 1.0016
N 1.7993 -1.8139 1.0046
C 2.7558 -1.4211 1.7567
C 3.3538 -0.1019 1.7826
C 4.1380 0.2436 2.8923
C 4.7827 1.4562 2.9689
C 4.6695 2.3358 1.8760
C 3.9478 2.0074 0.7552
C 3.2472 0.7753 0.6652
O 2.5688 0.4653 -0.3785
C -2.1259 -1.9487 3.4823
C -2.4144 -0.5550 4.0166
C -2.0270 0.5674 3.0532
N -2.2928 0.1949 1.6893
C -2.8772 0.9999 0.9152
C -3.0687 0.7596 -0.5325
C -4.0219 1.5469 -1.1781
C -4.3268 1.3845 -2.5191
C -3.6513 0.3924 -3.2290
C -2.6866 -0.3862 -2.6163
C -2.3377 -0.1979 -1.2703
O -1.3350 -0.8743 -0.7459
H -0.0466 -2.5889 5.0476
H 0.2175 -0.9309 4.4503
H 1.1996 -2.2470 3.8325
H -1.6282 -3.9409 2.3889
H -0.0708 -4.1918 3.1449
H -0.5832 -2.9181 0.4098
H -0.1335 -4.5763 0.6994
H 1.8857 -3.6464 0.0700
H 2.0144 -3.7425 1.8251
H 3.2003 -2.1520 2.4451
H 4.2209 -0.4685 3.7088
H 5.3661 1.7235 3.8394
H 5.1657 3.2996 1.9183
H 3.8646 2.6833 -0.0865
H -2.4351 -2.6959 4.2388
H -2.7468 -2.1004 2.5992
H -1.9314 -0.3902 4.9837
H -3.4929 -0.5209 4.2053
H -0.9460 0.7267 3.1061
H -2.5097 1.5126 3.3480
H -3.2703 1.9641 1.2826
H -4.5359 2.3031 -0.5918
H -5.0656 2.0111 -3.0008
H -3.8634 0.2378 -4.2808
H -2.1405 -1.1355 -3.1774
O -0.1482 0.7920 -5.6370
C 0.3031 -0.4706 -5.6243
C 0.3126 -1.1639 -6.8380
C 0.7699 -2.4650 -6.9032
C 1.2303 -3.1127 -5.7593
C 1.2145 -2.4304 -4.5561
C 0.7588 -1.1172 -4.4575
C 0.7448 -0.4795 -3.1103
O 1.0685 -1.1836 -2.0980
N 0.3626 0.7814 -3.0821
N 0.2996 1.2614 -1.7819
C -0.0241 2.4827 -1.6269
C -0.0897 3.1660 -0.3313
C -0.3586 4.5365 -0.3663
C -0.3830 5.3084 0.7804
C -0.1152 4.6875 2.0003
C 0.1500 3.3335 2.0671
C 0.1499 2.5320 0.9129
O 0.3544 1.2443 1.0092
H -0.0595 1.1258 -4.6956
H -0.0487 -0.6470 -7.7179
H 0.7667 -2.9813 -7.8564
H 1.5904 -4.1318 -5.8081
H 1.5542 -2.9012 -3.6427
H -0.2333 3.0756 -2.5183
H -0.5446 4.9953 -1.3320
H -0.5947 6.3679 0.7280
H -0.1111 5.2726 2.9132
H 0.3700 2.8472 3.0091
*
```

In the Mulliken picture, each atom carries the following charge in e:
1. Sc -0.3071
2. C -1.4107
3. N 1.2587
4. C -1.5304
5. C 0.0551
6. C -1.0109
7. N 0.3657
8. C -0.3402
9. C 0.5062
10. C -0.5549
11. C -0.8078
12. C -0.4495
13. C -0.4981
14. C 0.2830
15. O -0.6780
16. C -1.2763
17. C -1.2022
18. C -0.1515
19. N 0.2691
20. C -0.4874
21. C 0.7914
22. C -0.6738
23. C -0.8579
24. C -0.5819
25. C -0.3568
26. C 0.2481
27. O -0.4357
28. H 0.3001
29. H 0.2258
30. H 0.4985
31. H 0.5753
32. H 0.3915
33. H -0.2398
34. H 0.4693
35. H 0.3844
36. H 0.3931
37. H 0.4307
38. H 0.3395
39. H 0.4004
40. H 0.3686
41. H 0.4676
42. H 0.4535
43. H 0.5085
44. H 0.3888
45. H 0.3796
46. H -0.2525
47. H 0.5290
48. H 0.1281
49. H 0.3549
50. H 0.3773
51. H 0.3992
52. H 0.4922
53. O -0.6883
54. C 0.3745
55. C -0.6929
56. C -0.2849
57. C -0.8444
58. C -0.5012
59. C 0.2533
60. C 1.1435
61. O -0.8820
62. N -1.4338
63. N 1.3302
64. C -0.5447
65. C 0.6824
66. C -0.7950
67. C -0.8344
68. C -0.4953
69. C -0.6304
70. C 0.2498
71. O 0.6816
72. H 0.5985
73. H 0.4127
74. H 0.3481
75. H 0.4012
76. H 0.4618
77. H 0.2091
78. H 0.3838
79. H 0.3816
80. H 0.4061
81. H 0.3795


(2)
This record from OMol25 describes C35H35N5O5Sc as an isolated structure. The level of theory is ωB97M-V with the def2-TZVPD basis set.

As for the LUMO energy: 2.67 eV. The energy above the lowest of the compared OMol25 structures with the same formula, charge and spin is 5.673 eV. The value obtained for the total energy is -2765.5358 a.u. Its HOMO energy is -4.46 eV. The calculation puts the max |F| at 0.0130 Eh/bohr. Its HOMO-LUMO gap is 7.13 eV.

Structure (ORCA input):
```
! RIJCOSX wB97M-V def2-TZVPD def2/J DEFGRID3
* xyz -1 1
Sc -0.2952 -0.0116 0.6216
C 0.8869 -3.0800 0.9482
N 1.5483 -1.8760 0.4312
C 2.6814 -1.5584 1.3217
C 3.2837 -0.1797 1.0469
C 2.9055 0.8193 2.1299
N 1.4922 0.6832 2.4699
C 1.0927 1.4118 3.4343
C -0.2458 1.4698 3.9762
C -0.5052 2.3612 5.0251
C -1.7502 2.4573 5.6043
C -2.7731 1.6297 5.1280
C -2.5482 0.7404 4.1040
C -1.2804 0.6334 3.4820
O -1.0894 -0.2089 2.5197
C 2.1154 -2.1615 -0.9002
C 1.1091 -2.4114 -2.0286
C 1.4024 -1.5448 -3.2559
N 0.8816 -0.2224 -3.0506
C 1.6205 0.7930 -3.0836
C 1.0463 2.1542 -2.8902
C 1.3194 3.0714 -4.0597
C 1.1286 4.5193 -2.4572
C 0.5289 4.5851 -1.0783
C 0.1820 3.5726 -0.2883
C -0.0312 2.0807 -0.6120
O -1.1424 1.7022 0.1406
H 1.6164 -3.8932 1.0847
H 0.1055 -3.4039 0.2669
H 0.4211 -2.8528 1.9083
H 3.4372 -2.3523 1.2149
H 2.3129 -1.5994 2.3476
H 2.8966 0.2089 0.1059
H 4.3716 -0.2395 0.9671
H 3.1016 1.8325 1.7692
H 3.5158 0.6535 3.0272
H 1.8112 2.0724 3.9443
H 0.3073 2.9883 5.3808
H -1.9350 3.1586 6.4076
H -3.7616 1.6914 5.5694
H -3.3384 0.1021 3.7284
H 2.7811 -3.0339 -0.7953
H 2.7510 -1.3191 -1.1739
H 0.0927 -2.1917 -1.6947
H 1.1368 -3.4623 -2.3250
H 0.8807 -1.9680 -4.1184
H 2.4845 -1.5529 -3.4813
H 2.7032 0.7339 -3.2966
H 1.7176 2.6897 -4.9907
H 1.7061 5.4332 -2.6015
H 0.5152 5.5786 -0.6359
H -0.0959 3.7824 0.7408
O -5.3252 -2.0838 -1.6863
C -4.8935 -2.8980 -0.7134
C -5.7297 -3.9414 -0.3093
C -5.3406 -4.8022 0.7008
C -4.1120 -4.6383 1.3318
C -3.2792 -3.6082 0.9322
C -3.6419 -2.7339 -0.0888
C -2.6955 -1.6640 -0.4927
O -1.5283 -1.6500 0.0392
N -3.1319 -0.7942 -1.3752
N -2.1431 0.0771 -1.7606
C -2.5088 1.2033 -2.2341
C -1.4502 2.0809 -2.7315
C -1.7577 2.9687 -3.8470
C -1.0203 4.0148 -4.2464
C 0.4145 4.2817 -3.9012
C 1.9974 3.2972 -2.7321
C -0.2378 2.0727 -2.1288
O 1.0455 1.2753 -0.2357
H -4.6113 -1.3859 -1.7957
H -6.6849 -4.0491 -0.8073
H -6.0034 -5.6049 1.0025
H -3.8115 -5.3044 2.1309
H -2.3215 -3.4443 1.4096
H -3.5652 1.4569 -2.3517
H -2.7465 2.8561 -4.2849
H -1.4479 4.6660 -5.0032
H 0.7597 5.1098 -4.5212
H 3.0304 3.1636 -2.4401
*
```

In the Mulliken picture, each atom carries the following charge in e:
1. Sc -0.5661
2. C -1.4556
3. N 1.1954
4. C -1.4328
5. C 0.5251
6. C -1.5922
7. N 0.5291
8. C -0.4269
9. C 0.8533
10. C -0.7712
11. C -0.7433
12. C -0.4814
13. C -0.6632
14. C 0.1646
15. O -0.4662
16. C -1.1589
17. C -0.1867
18. C -1.3594
19. N 0.1377
20. C -1.2762
21. C 1.1847
22. C -0.6723
23. C -0.3078
24. C -0.9613
25. C -1.7464
26. C 3.5408
27. O -0.9107
28. H 0.3862
29. H 0.3792
30. H 0.2921
31. H 0.3704
32. H 0.6295
33. H -0.4343
34. H 0.3496
35. H 0.4421
36. H 0.4899
37. H 0.1959
38. H 0.3350
39. H 0.3694
40. H 0.3813
41. H 0.4435
42. H 0.3718
43. H 0.6116
44. H -0.1980
45. H 0.4538
46. H 0.5623
47. H 0.3859
48. H 0.3021
49. H 0.3524
50. H 0.7543
51. H 0.3242
52. H 0.5325
53. O -0.7042
54. C 0.4353
55. C -0.7225
56. C -0.2898
57. C -0.9285
58. C -0.4423
59. C 0.0111
60. C 0.3194
61. O 0.6855
62. N -1.0700
63. N 0.4049
64. C -1.1777
65. C 1.1146
66. C -0.9037
67. C -0.9012
68. C 0.1748
69. C -0.6313
70. C -0.4380
71. O -0.1845
72. H 0.5297
73. H 0.4189
74. H 0.3523
75. H 0.4070
76. H 0.4084
77. H 0.3523
78. H 0.4612
79. H 0.2903
80. H 0.5838
81. H 0.4090


(3)
This record from OMol25 describes C35H36AsN5O10S3Tl as an isolated structure. The level of theory is ωB97M-V with the def2-TZVPD basis set.

As for the LUMO energy (alpha / beta): 3.47 / 1.34 eV. The energy above the lowest of the compared OMol25 structures with the same formula, charge and spin is 0.000 eV. The value obtained for the total energy is -5984.2761 a.u. Its HOMO energy (alpha / beta) is -2.26 / -2.26 eV. The calculation puts the max |F| at 0.0748 Eh/bohr. Its HOMO-LUMO gap (alpha / beta) is 5.73 / 3.60 eV.

Structure (ORCA input):
```
! RIJCOSX wB97M-V def2-TZVPD def2/J DEFGRID3
* xyz -2 2
Tl 1.2907 -0.8459 -0.5917
C 2.5615 5.4946 -1.9571
C 2.6546 5.4559 -0.4070
N 1.3929 5.1354 0.2467
C 0.4578 6.2230 0.6021
C -0.4504 6.7148 -0.5577
C 0.9229 3.8510 0.1597
S 2.0356 2.5638 -0.2124
N -0.3701 3.6363 0.3841
C -0.8567 2.5213 0.9032
O -0.2435 1.4316 1.1782
C -2.3541 2.5954 1.1505
C -3.0024 3.8287 1.0134
C -4.3632 3.9084 1.2867
C -5.0700 2.7748 1.7038
C -4.4290 1.5453 1.7422
C -3.0602 1.4486 1.5115
H 3.5473 5.8367 -2.2857
H 1.8570 6.2619 -2.2978
H 2.3306 4.4707 -2.3683
H 3.0192 6.3715 0.0700
H 3.4220 4.6912 -0.1016
H 1.1465 6.9741 1.0172
H -0.1051 5.8913 1.4726
H 0.1066 7.3645 -1.2328
H -1.2799 7.2608 -0.1035
H -0.8698 5.8509 -1.0824
H -2.4394 4.6806 0.6647
H -4.8919 4.8617 1.0996
H -6.1354 2.7995 1.9704
H -4.9632 0.6619 1.9854
H -2.5741 0.5043 1.7001
O -1.4630 -0.9663 2.2225
As -1.2133 -2.5501 1.5404
O -1.3266 -3.8661 2.5684
O 0.3009 -2.5633 0.8525
C -2.9927 -2.8721 0.7156
C -3.8832 -3.4110 1.6188
C -5.1149 -3.8739 1.2069
C -5.4717 -3.8428 -0.1406
C -4.6017 -3.2660 -1.0536
C -3.3649 -2.8440 -0.6456
S -2.0679 -2.5657 -1.8516
O -1.2091 -3.6771 -1.5615
O -2.6167 -2.4999 -3.2178
O -1.5854 -1.1945 -1.4587
H -0.7686 -0.2873 1.9735
H -3.6375 -3.4956 2.7219
H -5.8804 -4.2434 1.9043
H -6.3901 -4.3407 -0.5190
H -4.8823 -3.0669 -2.0684
C 0.1336 -6.2396 0.9779
C 1.4297 -5.6239 0.5276
C 1.5383 -4.9066 -0.6652
C 2.6915 -4.2590 -1.0048
C 3.6992 -4.1040 -0.0480
C 3.6964 -4.9106 1.0858
C 2.5596 -5.6497 1.3907
S 4.6920 -2.6633 -0.0611
O 4.6483 -2.2065 -1.4293
O 5.9235 -2.9625 0.5658
N 3.7505 -1.5776 0.7344
C 3.8108 -1.3345 2.0600
C 4.9415 -1.6722 2.9285
C 4.8512 -1.1977 4.2269
C 3.8012 -0.3348 4.6727
C 2.7215 -0.1447 3.7871
N 2.6549 -0.6397 2.5557
H -0.6367 -6.2282 0.1794
H -0.3533 -5.5385 1.7259
H 0.2618 -7.2241 1.4446
H 0.6640 -4.8901 -1.3007
H 2.7749 -3.8148 -2.0196
H 4.5729 -4.8857 1.7732
H 2.5685 -6.3733 2.1748
H 5.8124 -2.2198 2.5502
H 5.5864 -1.4330 4.9851
H 3.7769 0.0778 5.6813
H 1.9043 0.5406 4.1041
O 1.7149 -0.1511 -4.3229
N 0.6507 0.5754 -4.5036
C -0.5888 -0.0382 -4.3604
C -1.7587 0.6446 -4.6578
C -1.6270 2.0177 -5.0035
C -0.3883 2.6003 -5.1389
C 0.7655 1.8757 -4.8768
H -0.6060 -1.0822 -4.0328
H -2.6878 0.0408 -4.6322
H -2.5197 2.6268 -5.1745
H -0.2745 3.6300 -5.4693
H 1.7264 2.3378 -4.9027
*
```

In the Mulliken picture, each atom carries the following charge in e:
1. Tl 1.0109
2. C -0.6438
3. C -1.0750
4. N 0.1237
5. C -0.7236
6. C -1.1484
7. C 0.3605
8. S -0.0398
9. N -0.1942
10. C 0.0748
11. O -0.5975
12. C 0.2448
13. C -0.4093
14. C -0.4848
15. C -0.4012
16. C -0.8501
17. C -0.3906
18. H 0.3965
19. H 0.2262
20. H 0.1371
21. H 0.4302
22. H 0.4627
23. H 0.4366
24. H 0.4401
25. H 0.3950
26. H 0.3600
27. H 0.2658
28. H 0.3304
29. H 0.3171
30. H 0.3375
31. H 0.5600
32. H 0.9668
33. O -0.6495
34. As 0.0423
35. O -0.8878
36. O 0.4156
37. C -0.4285
38. C -0.4573
39. C -0.4790
40. C -0.5138
41. C -0.3863
42. C 0.1689
43. S 1.3436
44. O -0.6452
45. O -0.7675
46. O -0.4700
47. H 0.2599
48. H 0.2550
49. H 0.3246
50. H 0.2924
51. H 0.4641
52. C -1.3322
53. C 0.7903
54. C 0.1061
55. C -0.8016
56. C 0.2803
57. C -0.5993
58. C -0.7352
59. S 1.0943
60. O -0.7307
61. O -0.7478
62. N -0.1239
63. C 0.0969
64. C -0.7475
65. C -0.2873
66. C -0.8270
67. C -0.1154
68. N 0.1451
69. H 0.2682
70. H 0.1648
71. H 0.4726
72. H 0.3043
73. H 0.4453
74. H 0.3171
75. H 0.4309
76. H 0.4068
77. H 0.3341
78. H 0.3402
79. H 0.2949
80. O -0.6660
81. N 0.5317
82. C -0.4007
83. C -0.5068
84. C -0.2204
85. C -0.5061
86. C -0.3942
87. H 0.5457
88. H 0.4102
89. H 0.3297
90. H 0.3659
91. H 0.4662


(4)
This record from OMol25 describes C35H36BrInN6O4 as an isolated structure. The level of theory is ωB97M-V with the def2-TZVPD basis set.

As for the LUMO energy: -7.39 eV. The energy above the lowest of the compared OMol25 structures with the same formula, charge and spin is 0.507 eV. The value obtained for the total energy is -4748.4354 a.u. Its HOMO energy is -12.85 eV. The calculation puts the max |F| at 0.0072 Eh/bohr. Its HOMO-LUMO gap is 5.46 eV.

Structure (ORCA input):
```
! RIJCOSX wB97M-V def2-TZVPD def2/J DEFGRID3
* xyz 2 1
In -0.3968 0.0225 -0.4514
O -4.3783 -0.0998 3.2876
C -4.7301 -1.1068 2.4253
C -5.9506 -1.7320 2.6323
C -6.3381 -2.7597 1.7912
C -5.5183 -3.1716 0.7457
C -4.3128 -2.5294 0.5292
C -3.9116 -1.4875 1.3613
C -2.6538 -0.7082 1.0999
O -2.0814 -0.9951 -0.1366
N -1.7020 -0.9378 2.2154
N -0.4102 -0.7108 1.8331
C 0.5544 -0.9520 2.6286
C 1.9367 -0.8866 2.1643
Br 2.1538 -1.3973 0.3289
C 3.0170 -0.6530 2.9110
C 2.9709 -0.2723 4.3273
C 1.9839 0.5764 4.8353
C 1.9591 0.8910 6.1844
C 2.9235 0.3689 7.0346
C 3.9225 -0.4569 6.5340
C 3.9557 -0.7655 5.1858
H -3.4190 -0.0097 3.3156
H -6.5690 -1.4108 3.4592
H -7.2877 -3.2505 1.9574
H -5.8235 -3.9844 0.1018
H -3.6728 -2.8198 -0.2933
H -2.9145 0.3656 1.1425
H -1.8326 -1.8275 2.6859
H 0.3818 -1.2834 3.6519
H 3.9981 -0.7922 2.4704
H 1.2557 1.0200 4.1659
H 1.1967 1.5526 6.5732
H 2.9061 0.6165 8.0873
H 4.6790 -0.8557 7.1956
H 4.7369 -1.4071 4.7968
O 4.8542 -1.9012 -6.2881
C 3.8886 -2.3718 -5.4884
O 3.5168 -3.5037 -5.5609
C 3.2658 -1.4209 -4.4908
C 3.8949 -0.2834 -4.0001
C 3.2800 0.5067 -3.0398
C 2.0167 0.1594 -2.5810
C 1.3910 -0.9877 -3.0603
C 2.0098 -1.7775 -4.0069
N 1.3197 0.9105 -1.5854
C 1.6076 2.1089 -1.2696
C 0.8565 2.7866 -0.1929
C 1.0581 4.1168 0.1135
C 0.3060 4.6818 1.1405
C -0.5993 3.8923 1.8267
C -0.7370 2.5587 1.4652
N -0.0292 2.0249 0.4711
H 4.9788 -0.9486 -6.2046
H 4.8937 -0.0145 -4.3207
H 3.8128 1.3585 -2.6394
H 0.4005 -1.2708 -2.7058
H 1.5474 -2.6811 -4.3800
H 2.3904 2.6694 -1.7737
H 1.7863 4.6990 -0.4352
H 0.4349 5.7238 1.4006
H -1.1938 4.2916 2.6362
H -1.4180 1.9002 1.9901
C -0.9718 1.4846 -3.4781
C -1.9620 2.0748 -4.5168
N -3.3294 1.9444 -4.0443
C -3.6238 0.5308 -3.8514
C -2.6756 -0.0821 -2.7920
N -1.7084 0.9559 -2.2927
C -2.5039 2.0766 -1.7163
C -3.4809 2.6476 -2.7814
H -0.2873 2.2588 -3.1305
H -0.3855 0.6707 -3.9027
H -1.8740 1.5537 -5.4698
H -1.7477 3.1289 -4.6958
H -3.5247 0.0224 -4.8101
H -4.6607 0.4310 -3.5312
H -2.0847 -0.9057 -3.1979
H -3.2208 -0.4623 -1.9352
H -1.8078 2.8462 -1.3744
H -3.0426 1.6848 -0.8495
H -3.2879 3.7079 -2.9464
H -4.5128 2.5455 -2.4469
*
```

In the Mulliken picture, each atom carries the following charge in e:
1. In 1.8589
2. O -0.6651
3. C 0.5122
4. C -0.6915
5. C -0.3645
6. C -0.9772
7. C -0.3351
8. C 0.1680
9. C 0.4448
10. O -1.1000
11. N -0.2487
12. N 0.0145
13. C -0.8395
14. C 0.4367
15. Br -0.1182
16. C -0.7562
17. C 0.6151
18. C -0.2147
19. C -0.7271
20. C -0.4549
21. C -0.5904
22. C -0.5422
23. H 0.3424
24. H 0.4800
25. H 0.4043
26. H 0.4328
27. H 0.4477
28. H -0.0751
29. H 0.3692
30. H 0.7271
31. H 0.4907
32. H 0.5630
33. H 0.4141
34. H 0.4066
35. H 0.4054
36. H 0.4353
37. O -0.4403
38. C 0.5921
39. O -0.4931
40. C 0.6022
41. C -1.1393
42. C -1.1067
43. C 0.4646
44. C 0.4141
45. C -1.2312
46. N 0.5440
47. C -0.5253
48. C 0.4869
49. C -0.8972
50. C -0.6084
51. C -1.0555
52. C -0.1181
53. N 0.4263
54. H 0.3075
55. H 0.3427
56. H 0.4657
57. H 0.2983
58. H 0.5433
59. H 0.4875
60. H 0.5718
61. H 0.4866
62. H 0.5491
63. H 0.4721
64. C -0.2796
65. C -0.9878
66. N -0.1129
67. C -0.8850
68. C -0.3686
69. N 0.2993
70. C -0.1955
71. C -0.9578
72. H 0.2822
73. H 0.2250
74. H 0.3484
75. H 0.3272
76. H 0.2650
77. H 0.3745
78. H 0.5477
79. H 0.2260
80. H 0.5000
81. H 0.0394
82. H 0.3276
83. H 0.3170